Record 1
C6H15NO | ωB97M-V with the def2-TZVPD basis set

Cartesian coordinates (Å):
1 C 0.609 -0.189 -1.431
2 C 1.942 0.278 -0.797
3 C 1.769 1.300 0.288
4 C 1.911 0.937 1.555
5 C 0.044 -1.499 -0.776
6 N -0.931 -1.121 0.242
7 C -1.935 -2.126 0.587
8 H -0.179 0.539 -1.202
9 H 0.592 -0.326 -2.515
10 H 2.400 0.674 -1.714
11 H 2.566 -0.557 -0.506
12 H 1.486 2.299 0.009
13 H 1.720 1.592 2.401
14 H 2.208 -0.043 1.925
15 H 0.856 -2.141 -0.422
16 H -0.550 -1.989 -1.546
17 H -0.657 -0.648 1.092
18 H -2.899 -1.819 0.159
19 H -1.820 -3.135 0.180
20 H -2.090 -2.198 1.669
21 H -1.594 2.440 -0.188
22 H -2.323 2.433 1.137
23 O -2.465 2.297 0.204

Results
SMILES string: C=CCCCNC.O
Gap between HOMO and LUMO: 0.3339 hartree
Highest occupied orbital energy: -8.2 eV

---

Record 2
C6H10O | ωB97M-V with the def2-TZVPD basis set

Cartesian coordinates (Å):
1 O -0.379 -0.928 1.543
2 C -0.081 0.202 1.861
3 C -0.085 1.389 0.938
4 C -0.689 1.137 -0.438
5 C 0.149 0.332 -1.394
6 C 1.283 -0.308 -1.121
7 C -0.014 -2.710 -0.351
8 H 0.212 0.424 2.909
9 H -0.633 2.187 1.458
10 H 0.952 1.748 0.860
11 H -0.906 2.108 -0.901
12 H -1.660 0.639 -0.315
13 H -0.255 0.264 -2.405
14 H 1.789 -0.897 -1.878
15 H 1.734 -0.318 -0.133
16 H -0.714 -2.288 -1.108
17 H -0.701 -2.982 0.476

Results
Gap between HOMO and LUMO (spin up / spin down): 0.3150 / 0.3147 hartree
Highest occupied orbital energy (spin up / spin down): -8.7 / -8.7 eV

---

Record 3
C12H12 | ωB97M-V with the def2-TZVPD basis set

Cartesian coordinates (Å):
1 C -1.069 1.557 0.336
2 C 0.138 1.810 -0.201
3 C 0.399 1.224 -1.458
4 C -0.507 0.459 -2.163
5 C -1.846 0.374 -1.711
6 C -2.068 0.949 -0.486
7 C 0.687 -0.228 2.122
8 C 2.045 -0.499 1.623
9 C 2.071 -1.010 0.263
10 C 0.858 -1.595 -0.342
11 C -0.272 -1.648 0.390
12 C -0.467 -0.846 1.590
13 H -1.339 1.630 1.387
14 H 0.971 2.015 0.375
15 H 1.369 1.338 -2.086
16 H -0.226 -0.157 -3.116
17 H -2.434 -0.307 -2.225
18 H -3.049 0.761 -0.221
19 H 0.626 0.063 3.174
20 H 2.758 -0.120 2.318
21 H 3.123 -1.038 -0.345
22 H 1.030 -1.696 -1.426
23 H -1.259 -2.117 0.197
24 H -1.538 -0.918 2.004

Results
SMILES string: c1ccccc1.c1ccccc1
Gap between HOMO and LUMO: 0.3407 hartree
Highest occupied orbital energy: -8.3 eV

---

Record 4
C6H11NO | ωB97M-V with the def2-TZVPD basis set

Cartesian coordinates (Å):
1 C -2.369 -0.047 -0.041
2 C 0.013 -0.820 -0.684
3 C 0.225 0.555 0.001
4 C 0.543 -2.046 0.091
5 C 0.813 0.664 1.359
6 C 0.579 1.672 -1.005
7 N -1.067 -0.073 -0.179
8 O -3.244 0.811 -0.041
9 H -2.734 -1.202 -0.031
10 H 0.118 -0.822 -1.792
11 H 1.678 -2.243 0.029
12 H -0.042 -2.888 -0.434
13 H 0.351 -1.884 1.215
14 H 1.641 -0.060 1.516
15 H 0.146 0.608 2.159
16 H 1.267 1.679 1.480
17 H -0.166 1.952 -1.862
18 H 1.583 1.595 -1.464
19 H 0.661 2.548 -0.318

Results
SMILES string: C[C@H]1N(C=O)C1(C)C
Gap between HOMO and LUMO: 0.3729 hartree
Highest occupied orbital energy: -9.4 eV

---

Record 5
C33H33As2Br2NOPtS | ωB97M-V with the def2-TZVPD basis set

Cartesian coordinates (Å):
1 Pt -0.040 -0.272 0.948
2 S 0.919 -2.102 2.149
3 C 2.630 -2.160 1.721
4 C 3.560 -2.823 2.523
5 C 4.899 -2.836 2.163
6 C 5.345 -2.190 1.013
7 C 4.427 -1.541 0.200
8 C 3.087 -1.547 0.557
9 As 1.652 -0.839 -0.478
10 C 2.432 0.586 -1.511
11 C 2.479 1.850 -0.935
12 C 3.058 2.900 -1.631
13 C 3.584 2.687 -2.898
14 C 3.538 1.423 -3.470
15 C 2.962 0.368 -2.776
16 C 1.251 -2.256 -1.728
17 C 2.266 -3.113 -2.141
18 C 1.985 -4.140 -3.031
19 C 0.693 -4.319 -3.502
20 C -0.324 -3.475 -3.076
21 C -0.046 -2.449 -2.189
22 H 3.231 -3.313 3.429
23 H 5.610 -3.345 2.800
24 H 6.396 -2.187 0.758
25 H 4.751 -1.026 -0.698
26 H 2.055 2.010 0.051
27 H 3.096 3.886 -1.186
28 H 4.028 3.509 -3.443
29 H 3.945 1.260 -4.459
30 H 2.907 -0.617 -3.229
31 H 3.272 -2.993 -1.759
32 H 2.776 -4.808 -3.346
33 H 0.475 -5.123 -4.192
34 H -1.336 -3.624 -3.426
35 H -0.849 -1.813 -1.836
36 Br -4.458 3.330 1.523
37 C -3.845 2.156 2.886
38 C -4.566 2.100 4.085
39 C -4.121 1.331 5.119
40 Br -5.125 1.292 6.733
41 C -2.919 0.589 5.003
42 C -2.335 -0.151 6.053
43 C -1.134 -0.763 5.847
44 C -0.533 -0.688 4.579
45 N -1.066 -0.050 3.563
46 C -2.225 0.619 3.771
47 C -2.676 1.431 2.656
48 O -1.993 1.471 1.588
49 H -5.471 2.682 4.188
50 H -2.835 -0.203 7.010
51 H -0.642 -1.312 6.637
52 H 0.409 -1.184 4.399
53 C -3.784 -0.163 0.076
54 C -2.903 0.220 -1.100
55 As -1.167 1.070 -0.771
56 C -1.325 3.009 -0.645
57 C -2.109 3.680 -1.762
58 C -0.460 0.966 -2.629
59 C -1.483 0.890 -3.760
60 H -4.642 -0.726 -0.297
61 H -4.150 0.711 0.605
62 H -3.249 -0.790 0.790
63 H -3.441 0.864 -1.798
64 H -2.631 -0.680 -1.656
65 H -0.290 3.365 -0.626
66 H -1.768 3.202 0.328
67 H -1.622 3.590 -2.733
68 H -2.207 4.744 -1.541
69 H -3.120 3.276 -1.841
70 H 0.214 0.112 -2.722
71 H 0.171 1.851 -2.740
72 H -2.017 -0.061 -3.754
73 H -0.970 0.966 -4.720
74 H -2.226 1.686 -3.718

Results
Gap between HOMO and LUMO: 0.2417 hartree
Highest occupied orbital energy: -6.8 eV

---

Record 6
C3H4NS | ωB97M-V with the def2-TZVPD basis set

Cartesian coordinates (Å):
1 C 0.884 -0.552 0.027
2 C -1.361 -0.448 0.717
3 C 0.419 0.745 -0.591
4 N 0.179 -1.166 0.864
5 S -1.294 0.982 -0.049
6 H 1.949 -0.945 -0.061
7 H -2.245 -0.960 1.048
8 H 1.017 1.732 -0.353
9 H 0.450 0.612 -1.603

Results
Net charge: +1
Gap between HOMO and LUMO: 0.3472 hartree
Highest occupied orbital energy: -16.2 eV

---

Record 7
C15H22N2O5 | ωB97M-V with the def2-TZVPD basis set

Cartesian coordinates (Å):
1 O 0.585 4.985 1.323
2 N 1.333 4.244 0.719
3 O 2.061 4.592 -0.188
4 C 1.357 2.859 1.102
5 C 0.527 2.416 2.125
6 C 0.549 1.081 2.476
7 C 1.382 0.178 1.817
8 C 2.233 0.653 0.823
9 C 2.222 1.983 0.456
10 H 2.872 2.360 -0.318
11 H 2.914 -0.023 0.332
12 C 1.360 -1.293 2.175
13 N 0.649 -2.177 1.279
14 C 1.220 -2.462 -0.011
15 H 2.281 -2.214 0.036
16 H 1.137 -3.545 -0.190
17 C 0.593 -1.783 -1.241
18 H 1.221 -2.018 -2.115
19 H -0.408 -2.199 -1.405
20 O 0.511 -0.384 -1.066
21 C 0.467 0.356 -2.258
22 H 1.381 0.160 -2.843
23 H 0.464 1.405 -1.950
24 C -0.734 0.110 -3.192
25 H -0.940 -0.964 -3.269
26 H -0.450 0.482 -4.183
27 O -1.908 0.816 -2.861
28 C -2.878 0.145 -2.095
29 H -3.804 0.692 -2.290
30 C -2.605 0.132 -0.586
31 O -2.062 -1.110 -0.206
32 C -1.674 -1.129 1.148
33 C -0.769 -2.337 1.458
34 H -0.936 -2.609 2.508
35 H -1.093 -3.173 0.835
36 H -1.139 -0.202 1.383
37 H -2.575 -1.178 1.781
38 H -1.905 0.944 -0.341
39 H -3.543 0.307 -0.034
40 H -2.997 -0.893 -2.434
41 H 2.396 -1.650 2.231
42 H 0.909 -1.413 3.165
43 H -0.085 0.734 3.280
44 H -0.118 3.122 2.625

Results
SMILES string: O=[N+]([O-])c1ccc(CN2CCOCCOCCOCC2)cc1
Gap between HOMO and LUMO: 0.2924 hartree
Highest occupied orbital energy: -8.3 eV

---

Record 8
C8B2O16Sn | ωB97M-V with the def2-TZVPD basis set

Cartesian coordinates (Å):
1 Sn 21.840 -16.534 15.341
2 O 24.824 -16.687 15.262
3 C 26.008 -16.771 14.907
4 O 26.761 -17.845 14.982
5 B 28.147 -17.457 14.604
6 O 28.014 -16.157 13.997
7 C 26.830 -15.625 14.356
8 O 26.457 -14.473 14.117
9 O 28.758 -18.403 13.636
10 C 29.773 -18.958 14.212
11 O 30.559 -19.740 13.680
12 C 29.959 -18.401 15.654
13 O 29.004 -17.478 15.800
14 O 30.854 -18.603 16.482
15 O 28.116 -20.411 10.718
16 C 27.016 -20.654 11.157
17 O 26.649 -20.415 12.424
18 B 25.258 -20.828 12.576
19 O 24.872 -21.493 11.342
20 C 25.828 -21.465 10.509
21 O 25.804 -21.859 9.358
22 O 24.299 -19.713 12.841
23 C 23.690 -19.879 14.052
24 O 22.877 -19.201 14.648
25 C 24.260 -21.226 14.634
26 O 25.095 -21.716 13.714
27 O 23.861 -21.816 15.672

Results
2S+1: 2
Net charge: -1
Gap between HOMO and LUMO (spin up / spin down): 0.2107 / 0.2163 hartree
Highest occupied orbital energy (spin up / spin down): -6.9 / -6.9 eV

---

Record 9
C4H6O | ωB97M-V with the def2-TZVPD basis set

Cartesian coordinates (Å):
1 C -0.645 -1.677 0.563
2 C -0.323 -0.390 0.531
3 O -1.165 0.506 1.188
4 C 0.611 0.126 -0.452
5 C 1.012 1.369 -0.739
6 H -1.213 -2.191 1.328
7 H -0.167 -2.356 -0.134
8 H -1.111 1.314 0.698
9 H 0.904 -0.590 -1.220
10 H 1.295 1.706 -1.723
11 H 0.802 2.182 -0.038

Results
SMILES string: C=CC(=C)O
Gap between HOMO and LUMO: 0.3422 hartree
Highest occupied orbital energy: -8.7 eV

---

Record 10
C3H5NO | ωB97M-V with the def2-TZVPD basis set

Cartesian coordinates (Å):
1 C -0.576 -1.057 0.225
2 C -1.239 0.276 0.020
3 N 2.019 1.799 0.011
4 C 2.261 0.703 -0.256
5 O 0.399 -1.438 -0.383
6 H -1.038 -1.716 0.988
7 H -2.148 0.133 -0.574
8 H -0.568 0.958 -0.507
9 H -1.542 0.704 0.981
10 H 2.433 -0.327 -0.499

Results
SMILES string: CC=O.C#N
Gap between HOMO and LUMO: 0.4139 hartree
Highest occupied orbital energy: -10.3 eV

---

Record 11
C7H14O | ωB97M-V with the def2-TZVPD basis set

Cartesian coordinates (Å):
1 C -1.845 -0.911 -1.472
2 C -1.495 0.417 -0.863
3 C -2.538 1.539 -0.915
4 C 1.865 -1.013 -0.527
5 C 0.161 -1.306 1.311
6 C 1.606 0.696 1.207
7 C 1.305 -0.585 0.769
8 O -0.932 0.021 -2.044
9 H -1.408 -1.809 -1.106
10 H -2.770 -1.045 -2.068
11 H -1.924 2.455 -0.871
12 H -3.159 1.439 -0.009
13 H -3.303 1.654 -1.680
14 H 2.701 -0.326 -0.886
15 H 1.102 -0.779 -1.261
16 H 2.206 -1.990 -0.589
17 H 0.318 -2.374 1.033
18 H -0.104 -1.242 2.407
19 H -0.784 -0.970 0.796
20 H 2.655 0.991 1.140
21 H 1.292 0.878 2.350
22 H 0.992 1.559 0.680

Results
Gap between HOMO and LUMO (spin up / spin down): 0.1740 / 0.1468 hartree
Highest occupied orbital energy (spin up / spin down): -6.0 / -5.6 eV

---

Record 12
C42H80O42 | ωB97M-V with the def2-TZVPD basis set

Cartesian coordinates (Å):
1 C 2.253 -4.798 5.406
2 C 3.735 -4.695 5.762
3 O 4.044 -3.319 5.618
4 C 3.125 -2.777 4.800
5 O 3.120 -1.560 4.537
6 O 2.209 -3.648 4.512
7 H 1.539 -4.750 6.228
8 H 2.060 -5.683 4.799
9 H 4.305 -5.415 5.175
10 H 3.740 -5.046 6.794
11 C -4.702 0.506 2.678
12 C -3.987 -0.841 2.467
13 O -3.372 -1.046 3.689
14 C -3.622 -0.097 4.590
15 O -3.248 -0.112 5.736
16 O -4.356 0.908 3.928
17 H -5.714 0.102 2.708
18 H -4.358 1.137 1.858
19 H -3.284 -0.681 1.649
20 H -4.526 -1.756 2.222
21 C -0.465 -2.778 6.743
22 O 0.650 -2.154 7.351
23 C 1.170 -2.734 8.445
24 O 0.775 -3.888 8.889
25 O 2.102 -1.953 8.868
26 C 2.832 -2.259 10.069
27 H -0.937 -1.915 6.273
28 H -1.101 -3.286 7.468
29 H -0.105 -3.493 6.004
30 H 2.088 -2.543 10.813
31 H 3.198 -1.293 10.417
32 H 3.715 -2.894 9.989
33 C 4.896 -3.962 -5.724
34 O 3.880 -3.134 -5.194
35 C 3.733 -3.086 -3.900
36 O 4.214 -3.865 -3.076
37 O 2.894 -2.081 -3.614
38 C 2.525 -1.915 -2.259
39 H 4.909 -3.979 -6.814
40 H 4.926 -4.955 -5.276
41 H 5.809 -3.511 -5.335
42 H 2.198 -2.888 -1.892
43 H 1.800 -1.108 -2.149
44 H 3.334 -1.619 -1.591
45 C -5.981 2.950 0.130
46 O -4.995 3.701 0.833
47 C -3.768 3.666 0.437
48 O -3.334 3.152 -0.565
49 O -3.026 4.278 1.353
50 C -1.577 4.138 1.248
51 H -5.542 2.327 -0.648
52 H -6.781 3.568 -0.278
53 H -6.470 2.370 0.912
54 H -1.093 4.284 2.213
55 H -1.266 4.915 0.549
56 H -1.319 3.111 0.991
57 C 3.476 6.664 -1.677
58 O 3.811 5.835 -0.472
59 C 2.847 5.284 0.317
60 O 1.658 5.583 0.151
61 O 3.275 4.224 1.029
62 C 2.322 3.307 1.619
63 H 2.566 6.171 -2.018
64 H 4.074 6.553 -2.582
65 H 3.132 7.616 -1.275
66 H 2.689 2.322 1.910
67 H 1.513 3.116 0.914
68 H 1.918 3.762 2.523
69 C 4.001 2.436 -6.351
70 O 3.552 1.743 -5.212
71 C 3.329 2.387 -4.044
72 O 3.382 3.554 -3.790
73 O 2.798 1.398 -3.138
74 C 2.638 1.762 -1.746
75 H 4.347 1.717 -7.094
76 H 4.751 3.214 -6.213
77 H 3.137 2.938 -6.786
78 H 2.595 0.953 -1.017
79 H 1.682 2.276 -1.644
80 H 3.607 2.199 -1.507
81 C -4.916 2.267 -3.366
82 O -4.328 2.738 -4.513
83 C -4.582 2.256 -5.726
84 O -5.525 1.559 -6.014
85 O -3.669 2.689 -6.533
86 C -3.789 2.515 -7.959
87 H -5.311 1.258 -3.480
88 H -5.770 2.803 -2.952
89 H -4.178 2.239 -2.565
90 H -4.549 3.126 -8.445
91 H -4.106 1.478 -8.071
92 H -2.820 2.721 -8.413
93 C 0.113 -4.421 2.294
94 O 0.886 -5.557 2.601
95 C 1.903 -6.004 1.777
96 O 2.235 -7.156 1.668
97 O 2.382 -4.930 0.896
98 C 3.279 -5.249 -0.190
99 H -0.388 -4.353 1.329
100 H 0.676 -3.488 2.325
101 H -0.588 -4.270 3.115
102 H 3.112 -6.261 -0.559
103 H 4.315 -5.228 0.148
104 H 3.172 -4.710 -1.131
105 C -0.145 -1.898 -5.335
106 O -1.459 -2.289 -5.364
107 C -2.368 -1.869 -4.450
108 O -2.219 -0.980 -3.602
109 O -3.561 -2.456 -4.760
110 C -4.784 -1.886 -4.405
111 H 0.014 -0.823 -5.253
112 H 0.448 -2.366 -6.121
113 H 0.316 -2.288 -4.427
114 H -5.601 -2.372 -4.938
115 H -5.037 -0.834 -4.534
116 H -4.939 -1.966 -3.329
117 C -2.623 -2.941 -0.701
118 O -2.276 -4.151 -1.403
119 C -1.073 -4.299 -2.022
120 O -0.043 -3.682 -1.730
121 O -1.275 -5.265 -2.899
122 C -0.193 -5.613 -3.704
123 H -1.698 -2.611 -0.228
124 H -3.249 -3.252 0.135
125 H -2.974 -2.066 -1.249
126 H 0.195 -4.726 -4.204
127 H -0.402 -6.370 -4.460
128 H 0.660 -5.932 -3.104
129 C 2.997 1.962 4.914
130 O 2.616 3.291 5.347
131 C 1.395 3.615 5.786
132 O 0.960 4.727 6.176
133 O 0.574 2.525 5.730
134 C -0.812 2.564 5.716
135 H 4.077 2.056 4.803
136 H 2.564 1.645 3.966
137 H 2.678 1.201 5.626
138 H -1.128 3.330 5.007
139 H -1.177 2.887 6.691
140 H -1.305 1.608 5.540
141 C 0.042 -0.938 3.217
142 O -0.879 -0.816 2.094
143 C -0.538 0.127 1.054
144 O 0.430 0.823 1.014
145 O -1.524 0.036 0.082
146 C -1.104 0.605 -1.195
147 H 1.048 -1.316 3.036
148 H -0.541 -1.588 3.869
149 H 0.127 -0.025 3.807
150 H -1.916 1.027 -1.788
151 H -0.497 -0.064 -1.804
152 H -0.639 1.572 -1.001
153 C -0.423 6.918 -2.339
154 O -0.882 5.985 -3.238
155 C -0.289 4.786 -3.435
156 O 0.750 4.362 -2.916
157 O -1.061 4.119 -4.236
158 C -0.987 2.731 -4.445
159 H -0.448 6.588 -1.300
160 H -0.992 7.819 -2.565
161 H 0.644 7.063 -2.510
162 H -1.566 2.432 -5.318
163 H -1.466 2.180 -3.635
164 H 0.055 2.473 -4.633

Results
Gap between HOMO and LUMO: 0.3837 hartree
Highest occupied orbital energy: -10.2 eV

---

These records have relative energy (zero: lowest compared OMol25 entry of this formula, charge and spin) values of 60.2; 122.2; 86.0; 67.1; 14.9; 37.5; 137.8; 8.2; 24.7; 25.9; 176.6; 46.4 kcal/mol, in the order they appear.